No. 1
Computed, not measured: a single C21H24N2O4S molecule in a non-equilibrium geometry, with ωB97M-V with the def2-TZVPD basis set.

Computed properties:
2S+1: 1
LUMO level: 0.30 eV
Orbital gap: 9.4 eV
ΔE to the lowest compared entry with this formula, charge and spin: 1.3140 eV
E_HOMO: -9.10 eV

Geometry (Å):
C -2.8525 5.9679 -0.6326
C -1.5624 5.9604 0.1714
O -0.8976 4.7349 -0.0639
C 0.3601 4.6179 0.5605
C 0.2910 4.3365 2.0705
H 1.2622 3.9520 2.3824
H 0.0953 5.2550 2.6253
C -0.8051 3.3144 2.4095
N -0.8152 2.2011 1.4930
C -0.1963 1.0329 1.7600
O 0.3042 0.7774 2.8394
C -0.2116 0.0332 0.6434
C -0.1350 -1.3072 1.0070
C -0.1208 -2.3102 0.0463
C -0.1777 -1.9330 -1.2919
C -0.2297 -0.6061 -1.6664
C -0.2498 0.3859 -0.7032
H -0.2735 1.4200 -1.0126
H -0.2617 -0.3759 -2.7212
S -0.1559 -3.2307 -2.5665
O -0.1907 -2.5384 -3.8524
C 1.5962 -3.4761 -2.1524
C 2.5739 -3.0905 -3.0463
C 3.9060 -3.2751 -2.7183
C 4.2422 -3.8581 -1.5063
C 3.2547 -4.2566 -0.6218
C 1.9139 -4.0532 -0.9305
C 0.8686 -4.5584 0.0062
O 0.8955 -5.7039 0.4119
N -0.0849 -3.6693 0.4137
C -1.1088 -4.1288 1.3418
C -2.4884 -4.0641 0.6977
H -3.2346 -4.4407 1.3917
H -2.5132 -4.6716 -0.2040
H -2.7429 -3.0389 0.4352
H -0.8545 -5.1594 1.5969
H -1.0862 -3.5227 2.2507
H 3.5088 -4.7275 0.3155
H 5.2801 -4.0108 -1.2517
H 4.6782 -2.9723 -3.4091
H 2.2707 -2.6519 -3.9855
H -0.0678 -1.5412 2.0584
H -1.1711 2.3984 0.5714
H -1.7871 3.7928 2.3713
H -0.6373 2.9142 3.4115
H 0.9610 5.5213 0.3819
H 0.8491 3.7792 0.0566
H -1.7846 6.0805 1.2414
H -0.9143 6.7955 -0.1365
H -3.4911 5.1461 -0.3196
H -2.6308 5.8496 -1.6896
H -3.3786 6.9059 -0.4803

Atomic forces in eV per Å
C 0.4 -0.1 0.2
C -0.2 0.1 0.0
O -0.2 -0.1 -0.1
C 0.4 0.0 0.3
C -0.3 -0.1 -0.3
H 0.1 0.0 0.0
H 0.1 0.0 0.1
C 0.2 0.2 0.2
N -0.1 0.2 -0.2
C -0.2 0.0 -0.1
O 0.1 -0.1 0.2
C 0.1 -0.2 -0.1
C 0.0 0.0 -0.1
C 0.0 0.7 -0.2
C -0.4 -0.3 0.1
C 0.0 -0.1 -0.3
C 0.0 -0.1 0.2
H 0.0 0.1 0.0
H 0.0 0.0 -0.1
S 0.7 0.3 1.2
O -0.2 0.4 -1.0
C -0.2 -0.3 0.0
C -0.2 0.0 -0.2
C 0.0 0.0 0.1
C 0.1 0.0 0.0
C -0.2 0.0 0.0
C 0.3 -0.1 -0.2
C 0.2 -0.1 0.2
O 0.1 -0.1 0.0
N -0.1 -0.1 0.2
C -0.4 -0.3 0.1
C 0.2 0.0 0.1
H -0.1 0.0 0.0
H 0.0 -0.1 -0.1
H -0.1 0.1 0.0
H 0.0 0.2 0.0
H 0.1 -0.1 0.0
H 0.0 -0.1 0.1
H 0.1 0.0 0.0
H 0.1 0.0 -0.1
H 0.0 0.0 -0.1
H 0.0 0.0 0.1
H 0.0 -0.2 0.0
H 0.1 0.0 0.1
H -0.1 0.1 -0.1
H 0.0 -0.1 -0.1
H 0.0 0.1 0.1
H 0.1 0.0 -0.1
H 0.0 -0.1 0.1
H -0.1 -0.1 0.0
H 0.0 0.0 -0.1
H -0.1 0.1 0.0

=====

No. 2
Computed, not measured: a 12-piece molecular cluster, C36H96O12 overall in a non-equilibrium geometry, with ωB97M-V with the def2-TZVPD basis set.

Computed properties:
2S+1: 1
LUMO level: 0.40 eV
Orbital gap: 10.1 eV
ΔE to the lowest compared entry with this formula, charge and spin: 3.3104 eV
SMILES: CC(C)O.CC(C)O.CC(C)O.CC(C)O.CC(C)O.CC(C)O.CC(C)O.CC(C)O.CC(C)O.CC(C)O.CC(C)O.CC(C)O
E_HOMO: -9.68 eV

Geometry (Å):
C 3.9515 0.4482 0.1036
C 4.0164 1.4393 -1.0832
C 5.0930 2.5252 -1.0359
O 4.1351 0.7209 -2.3041
H 5.0113 0.2402 0.2962
H 3.5606 -0.4807 -0.3028
H 3.4415 0.9054 0.9431
H 3.0407 1.9495 -1.0432
H 5.0607 3.1082 -0.1201
H 4.8220 3.1979 -1.8553
H 6.0547 2.1004 -1.3196
H 3.3096 0.2206 -2.3728
C -0.7621 -2.2849 4.1816
C -1.7785 -3.1985 3.4759
C -2.5753 -2.6673 2.2980
O -1.0895 -4.3301 2.8865
H 0.2539 -2.3870 3.8004
H -0.7397 -2.4848 5.2530
H -1.0464 -1.2454 3.9953
H -2.4468 -3.5753 4.2639
H -1.9534 -2.4974 1.4195
H -2.9955 -1.6853 2.5401
H -3.3796 -3.3699 2.0969
H -0.5530 -4.6295 3.6366
C -2.4694 0.4546 -5.1123
C -3.9476 0.7001 -5.3242
C -4.7007 -0.5369 -5.7734
O -4.4776 1.1261 -4.0362
H -1.9278 1.4001 -5.0755
H -2.0605 -0.0598 -5.9896
H -2.2971 -0.2183 -4.2749
H -4.0782 1.5726 -5.9712
H -5.7644 -0.4212 -5.5726
H -4.2693 -1.4749 -5.4358
H -4.6280 -0.5533 -6.8702
H -5.2517 1.6722 -4.1917
C 2.6041 -0.9014 4.1143
C 2.3187 -0.7899 5.6310
C 3.0169 -1.7940 6.5476
O 2.6056 0.5824 5.9244
H 3.6592 -0.6985 3.9183
H 2.0354 -0.1310 3.5925
H 2.3657 -1.8643 3.6648
H 1.2420 -0.9485 5.7345
H 2.7403 -1.6220 7.5884
H 4.0945 -1.8360 6.3942
H 2.6578 -2.8006 6.3199
H 2.6271 0.6374 6.8891
C 4.2997 3.6461 5.0374
C 3.0427 3.6535 4.1907
C 3.2144 2.9132 2.8608
O 1.9551 2.9760 4.8555
H 4.1060 3.9626 6.0597
H 5.0739 4.2266 4.5348
H 4.6352 2.6053 5.0661
H 2.5982 4.6334 3.9972
H 3.9480 2.1023 2.8305
H 3.4954 3.5992 2.0502
H 2.2821 2.4686 2.5110
H 2.2905 2.1042 5.1554
C -2.4975 -3.2851 -3.0261
C -2.3013 -3.8961 -4.3934
C -3.5492 -4.6346 -4.8805
O -2.0684 -2.8165 -5.3007
H -2.8448 -3.9618 -2.2411
H -3.2221 -2.4664 -2.9979
H -1.5462 -2.8505 -2.7021
H -1.4409 -4.5725 -4.4575
H -4.3650 -3.9263 -5.0235
H -3.9046 -5.3173 -4.1041
H -3.3190 -5.2254 -5.7646
H -1.4463 -2.2142 -4.8673
C -4.0748 0.9345 2.2118
C -5.3014 0.1448 2.6834
C -6.0973 0.8741 3.7627
O -6.1801 -0.0583 1.5708
H -3.2097 0.5733 2.7731
H -4.2057 2.0100 2.2700
H -3.8740 0.6259 1.1821
H -5.0405 -0.8542 3.0474
H -7.1269 0.5220 3.8549
H -6.2316 1.8979 3.3934
H -5.7021 0.9513 4.7743
H -5.6646 -0.0078 0.7639
C -0.0241 4.4782 -2.4464
C 0.8747 5.3872 -3.2821
C 1.4552 6.5385 -2.4366
O 1.9663 4.5870 -3.7190
H -0.4973 3.6827 -3.0206
H -0.8309 4.9591 -1.8841
H 0.6197 4.0437 -1.6756
H 0.3560 5.7055 -4.1830
H 2.1483 7.1506 -3.0035
H 1.9631 6.0912 -1.5804
H 0.6121 7.0948 -2.0195
H 2.4162 4.0032 -3.1094
C -1.1708 -0.4388 -1.0590
C 0.1741 0.1820 -0.6725
C 0.5060 -0.2176 0.7659
O 1.1857 -0.2917 -1.5335
H -2.0612 0.0626 -0.6716
H -1.2080 -1.4733 -0.7165
H -1.3137 -0.3479 -2.1402
H 0.1217 1.2781 -0.6961
H -0.3676 0.0880 1.3493
H 1.3419 0.3777 1.1465
H 0.8431 -1.2304 0.9818
H 0.7844 -0.6319 -2.3438
C -0.2409 3.9837 1.4540
C -1.2815 5.0908 1.5854
C -2.5820 4.5441 2.1584
O -0.7751 6.1062 2.4098
H -0.4984 2.9891 1.0653
H 0.2295 3.6865 2.3999
H 0.6007 4.2138 0.7893
H -1.5066 5.3641 0.5540
H -3.1848 5.4251 2.4082
H -2.5280 4.0408 3.1301
H -3.1296 3.8792 1.4924
H -0.6072 5.7641 3.2923
C 1.6746 -3.1491 -3.7172
C 1.6953 -1.8763 -4.5410
C 2.0799 -2.0840 -6.0077
O 0.3975 -1.2714 -4.5091
H 1.2007 -2.9820 -2.7478
H 2.6502 -3.6210 -3.5977
H 1.0907 -3.9563 -4.1786
H 2.4936 -1.2625 -4.0983
H 2.5320 -1.2059 -6.4745
H 1.1457 -2.2395 -6.5550
H 2.7434 -2.9360 -6.1480
H 0.5094 -0.5331 -5.1250
C 1.5089 -4.0286 1.1342
C 1.5955 -5.2808 0.2797
C 2.5685 -6.2756 0.8744
O 0.2830 -5.8493 0.2067
H 2.2152 -3.2782 0.7722
H 1.6647 -4.1919 2.2027
H 0.5030 -3.6110 1.1101
H 1.9523 -5.0252 -0.7288
H 2.2935 -6.5077 1.9098
H 3.6015 -5.9286 0.9322
H 2.5444 -7.2576 0.3893
H 0.4125 -6.6665 -0.2953

Atomic forces in eV per Å
C 1.9 0.5 -1.4
C -1.0 0.1 0.9
C -0.9 -0.4 -1.1
O -0.1 0.2 0.0
H -0.2 -0.1 0.7
H -0.6 0.0 0.5
H 0.0 -0.4 0.2
H 0.0 0.1 -0.4
H 0.3 -0.2 0.2
H 0.2 0.2 0.1
H 0.2 0.1 0.5
H 0.1 0.0 0.0
C -0.4 0.5 -0.5
C 0.6 -0.8 -0.5
C -0.1 1.0 0.7
O 0.1 0.1 1.4
H -0.1 -0.2 -0.2
H 0.0 0.1 0.0
H 0.1 0.1 0.4
H -0.2 0.1 -0.3
H 0.1 -0.3 0.0
H -0.2 -0.2 0.0
H 0.0 0.1 -0.3
H 0.1 -0.5 -0.6
C 0.2 -0.1 -1.1
C -0.3 0.2 1.4
C 0.0 0.6 -1.5
O 0.4 0.0 0.1
H 0.0 -0.1 0.6
H -0.1 -0.1 0.0
H 0.0 0.3 0.3
H 0.0 -0.4 -0.5
H 0.0 -0.2 0.3
H -0.1 0.1 0.4
H 0.0 -0.2 0.1
H -0.1 -0.1 0.0
C 0.4 0.1 0.5
C -0.4 -0.4 -1.4
C -0.2 -0.1 -0.6
O 0.4 -0.7 1.0
H 0.1 0.0 0.1
H -0.1 0.0 0.0
H -0.1 -0.1 0.2
H -0.1 0.1 0.2
H 0.3 0.2 0.1
H 0.1 0.3 0.2
H -0.1 0.1 -0.1
H 0.0 0.4 -0.1
C -0.2 -0.3 -0.5
C -1.5 -1.2 -0.2
C 0.4 0.5 -1.2
O 0.5 0.0 0.6
H 0.1 0.3 -0.1
H 0.1 0.1 0.3
H 0.1 0.0 0.1
H 0.5 0.2 0.0
H 0.1 0.1 0.5
H 0.2 0.0 0.1
H -0.2 0.1 0.3
H -0.4 0.4 -0.2
C 0.3 0.1 1.0
C -0.9 0.3 -0.4
C 0.3 -0.1 0.6
O 0.1 0.0 -0.2
H 0.3 -0.3 -0.2
H -0.1 0.0 -0.6
H 0.0 -0.1 0.1
H 0.0 0.0 0.4
H 0.1 0.0 -0.4
H 0.2 -0.1 0.0
H -0.3 0.2 -0.2
H 0.1 -0.1 -0.2
C 0.0 -1.3 0.3
C -0.3 0.0 0.1
C -0.7 1.0 -0.5
O -0.4 0.2 0.2
H 0.1 0.6 0.1
H 0.0 0.0 0.1
H 0.1 0.2 -0.1
H 0.4 0.1 0.0
H 0.2 -0.5 -0.1
H 0.1 0.1 0.2
H 0.5 -0.3 -0.2
H 0.0 -0.1 -0.1
C -0.3 0.1 0.6
C 0.8 -0.8 1.5
C -1.1 -0.7 0.0
O 0.3 0.1 -2.0
H 0.3 -0.1 -0.2
H 0.1 0.4 -0.3
H -0.1 -0.2 0.0
H 0.2 0.2 -0.1
H -0.1 0.1 0.0
H 0.2 0.0 0.0
H 0.2 0.4 -0.1
H -0.5 0.2 0.8
C -0.1 0.4 -0.4
C -0.7 -0.8 0.9
C 0.4 1.3 0.4
O 0.6 -0.1 -0.5
H 0.3 0.2 0.4
H 0.0 -0.1 -0.3
H 0.1 -0.4 -0.1
H 0.0 0.0 -0.2
H 0.1 -0.4 0.3
H -0.1 0.2 -0.1
H -0.6 -0.3 -0.5
H -0.1 0.1 -0.1
C 1.5 -1.3 -0.1
C 0.0 -2.7 0.4
C -0.7 0.7 0.7
O 0.0 1.1 -0.7
H -1.0 0.3 -0.1
H -0.2 0.5 0.3
H -0.1 0.6 0.2
H 0.2 1.2 0.3
H -0.3 -0.1 -0.4
H 0.7 -0.2 -0.1
H 0.1 0.1 -0.2
H 0.0 -0.3 -0.1
C -0.8 -0.9 -0.2
C 1.1 -0.8 -0.3
C -0.4 -0.1 -0.2
O 0.6 0.6 0.4
H 0.3 0.1 0.1
H 0.2 0.5 0.2
H -0.2 0.3 -0.2
H -0.5 0.5 0.2
H 0.2 0.0 0.3
H 0.1 -0.4 -0.1
H 0.0 0.0 0.0
H -0.6 0.1 0.2
C -0.2 0.5 -0.1
C 0.1 0.0 0.4
C 0.1 -0.8 0.8
O 0.5 -0.3 -0.3
H 0.0 0.0 0.1
H 0.3 -0.3 -0.1
H 0.0 0.0 -0.4
H -0.2 0.1 0.0
H -0.2 0.2 0.0
H 0.0 0.1 -0.3
H 0.1 0.2 -0.4
H -0.4 0.1 0.1

=====

No. 3
Computed, not measured: C64H53BrCrN8O2P as an isolated structure in a non-equilibrium geometry, with ωB97M-V with the def2-TZVPD basis set.

Computed properties:
2S+1: 2
LUMO level (spin up / spin down): -5.23 / -5.15 eV
Orbital gap (spin up / spin down): 7.2 / 7.3 eV
Charge: +2
E_HOMO (spin up / spin down): -12.44 / -12.45 eV

Geometry (Å):
Cr -1.3716 0.1642 1.1613
O -3.2488 3.7912 1.2925
C -3.3011 4.1953 0.0025
C -3.9884 5.3461 -0.3791
C -4.0099 5.7577 -1.6989
C -3.3558 5.0162 -2.6729
C -2.6818 3.8671 -2.3002
C -2.6418 3.4466 -0.9758
C -1.8567 2.1908 -0.6543
O -2.2132 1.5158 0.4718
N -0.4449 2.5917 -0.5270
N 0.4007 1.5706 -0.0071
C 1.0458 1.9750 1.2437
C 1.9356 1.2567 1.8595
Br -1.0118 0.7437 3.3834
C 2.6622 0.5321 2.6700
C 4.0934 0.6709 2.9762
C 4.7284 1.9092 2.9351
C 6.0682 2.0176 3.2695
C 6.7893 0.8932 3.6477
C 6.1604 -0.3425 3.6997
C 4.8184 -0.4518 3.3748
H -3.7486 4.3977 1.8481
H -4.5041 5.9246 0.3801
H -4.5473 6.6572 -1.9671
H -3.3808 5.3259 -3.7084
H -2.1843 3.2669 -3.0573
H -1.9910 1.5105 -1.5267
H -0.0987 2.9828 -1.3933
H 0.5743 2.8416 1.6853
H 2.1455 -0.2723 3.1934
H 4.1527 2.7894 2.6838
H 6.5459 2.9890 3.2576
H 7.8309 0.9824 3.9259
H 6.7075 -1.2217 4.0136
H 4.3251 -1.4152 3.4364
C -1.9133 -2.1959 -3.7871
N -2.2851 -1.5903 -2.5193
C -1.4281 -1.2567 -1.5187
N -2.1038 -0.8029 -0.4752
C -3.4356 -0.8256 -0.8037
C -3.5572 -1.3221 -2.0937
C -4.7954 -1.5962 -2.8298
C -4.9653 -1.2469 -4.1689
C -6.1774 -1.4781 -4.8005
C -7.2248 -2.0654 -4.1078
C -7.0633 -2.4159 -2.7738
C -5.8583 -2.1822 -2.1369
C -4.4594 -0.2263 0.0625
C -5.3733 0.6789 -0.4717
C -6.2514 1.3461 0.3659
C -6.2282 1.1139 1.7347
C -5.3317 0.2015 2.2686
C -4.4511 -0.4678 1.4344
P 0.3341 -1.6348 -1.5150
C 1.2431 -0.0323 -1.6631
N 1.3296 1.1351 -0.9841
C 2.4280 1.8747 -1.4362
C 3.0190 1.1003 -2.4024
N 2.2822 -0.0467 -2.5208
C 2.6027 -1.1084 -3.4708
C 4.1421 1.4438 -3.2979
C 3.8839 2.2439 -4.4088
C 4.9270 2.6402 -5.2311
C 6.2229 2.2346 -4.9477
C 6.4774 1.4171 -3.8557
C 5.4388 1.0145 -3.0313
C 2.9067 3.2107 -1.0316
C 2.1051 4.3521 -0.9607
C 2.6637 5.5905 -0.6929
C 4.0322 5.7187 -0.5096
C 4.8390 4.5957 -0.5912
C 4.2834 3.3541 -0.8454
C 0.4644 -2.0420 0.2444
N -0.2841 -1.5932 1.2618
C -0.1365 -2.4972 2.2843
C 0.7355 -3.4926 1.8933
N 1.0942 -3.1970 0.6048
C 1.9328 -4.0275 -0.2465
C 1.1389 -4.7162 2.6007
C 0.1708 -5.5319 3.1849
C 0.5431 -6.7097 3.8115
C 1.8777 -7.0868 3.8607
C 2.8481 -6.2704 3.2990
C 2.4813 -5.0903 2.6731
C -0.8576 -2.4829 3.5657
C -2.2413 -2.6384 3.5652
C -2.9364 -2.7368 4.7582
C -2.2492 -2.6974 5.9629
C -0.8700 -2.5448 5.9683
C -0.1734 -2.4424 4.7752
H -1.0983 -2.8998 -3.6322
H -1.5981 -1.4413 -4.5082
H -2.7689 -2.7270 -4.1948
H -4.1626 -0.7631 -4.7129
H -6.3062 -1.1840 -5.8335
H -8.1677 -2.2478 -4.6054
H -7.8787 -2.8667 -2.2243
H -5.7307 -2.4619 -1.0996
H -5.3765 0.8776 -1.5363
H -6.9473 2.0613 -0.0534
H -6.9180 1.6372 2.3838
H -5.3107 0.0123 3.3338
H -3.7806 -1.2155 1.8485
H 3.4216 -0.7676 -4.0973
H 1.7473 -1.3392 -4.1000
H 2.9138 -2.0126 -2.9516
H 2.8665 2.5537 -4.6157
H 4.7262 3.2711 -6.0864
H 7.0395 2.5553 -5.5805
H 7.4876 1.0973 -3.6381
H 5.6342 0.3769 -2.1765
H 1.0421 4.3161 -1.1315
H 2.0249 6.4618 -0.6425
H 4.4653 6.6914 -0.3192
H 5.9078 4.6795 -0.4455
H 4.9235 2.4855 -0.8829
H 1.8769 -5.0552 0.0988
H 2.9711 -3.6986 -0.2187
H 1.5754 -3.9920 -1.2724
H -0.8736 -5.2520 3.1353
H -0.2155 -7.3372 4.2598
H 2.1608 -8.0103 4.3475
H 3.8933 -6.5451 3.3470
H 3.2443 -4.4408 2.2606
H -2.7611 -2.7251 2.6177
H -4.0120 -2.8573 4.7436
H -2.7878 -2.7935 6.8960
H -0.3317 -2.5087 6.9059
H 0.9035 -2.3256 4.7874

Atomic forces in eV per Å
Cr 0.2 0.6 0.0
O 0.1 -0.1 0.0
C 0.0 0.2 -0.2
C 0.0 0.0 0.1
C 0.0 -0.1 0.0
C 0.0 0.1 -0.1
C -0.1 0.0 0.0
C 0.0 -0.3 0.4
C 0.3 0.0 -1.0
O -0.6 0.4 0.2
N -0.1 0.3 0.4
N -0.3 -0.5 -0.4
C 0.3 0.0 0.1
C 0.0 -0.1 0.0
Br -0.1 -0.1 0.4
C 0.1 0.0 -0.1
C 0.1 -0.1 -0.1
C 0.0 0.0 0.0
C 0.0 0.1 0.0
C 0.0 0.0 0.0
C 0.0 -0.1 0.0
C 0.0 0.0 0.0
H 0.0 0.1 0.0
H 0.0 0.0 0.0
H 0.0 0.0 0.0
H 0.0 0.0 0.0
H 0.0 0.0 0.0
H 0.1 0.1 0.2
H 0.1 -0.1 0.0
H -0.1 0.0 -0.1
H -0.2 0.1 0.1
H 0.0 0.1 -0.1
H 0.0 0.0 0.0
H 0.0 0.0 0.0
H 0.0 0.0 0.0
H 0.0 0.0 0.0
C 0.1 -0.1 -0.2
N 0.1 0.0 0.1
C 0.1 0.0 -0.1
N -0.5 -0.3 -0.5
C 0.2 0.1 -0.4
C -0.2 0.1 0.5
C -0.1 -0.1 -0.1
C 0.0 0.1 0.1
C 0.0 0.0 -0.1
C 0.0 0.0 0.0
C 0.0 0.0 0.0
C 0.1 0.0 -0.1
C 0.0 0.0 0.1
C 0.1 0.0 0.0
C 0.0 0.0 -0.1
C -0.1 0.0 0.0
C 0.0 0.0 0.1
C 0.1 -0.1 -0.1
P -0.3 0.4 0.4
C 0.3 -0.3 0.1
N 0.2 0.0 -0.2
C -0.1 -0.1 0.0
C 0.0 0.4 0.0
N -0.3 0.0 0.2
C 0.1 -0.3 -0.2
C 0.0 0.0 -0.1
C 0.0 0.0 0.1
C -0.1 0.0 0.0
C 0.0 0.0 0.0
C 0.0 -0.1 0.0
C 0.0 0.0 0.0
C 0.0 0.2 0.0
C 0.0 -0.1 -0.1
C 0.1 0.0 0.0
C -0.1 0.0 0.0
C 0.1 -0.1 0.1
C 0.0 -0.1 0.2
C 0.0 -0.3 0.0
N 0.3 -0.7 0.1
C 0.3 0.0 0.1
C -0.2 0.1 0.0
N -0.2 0.3 0.1
C 0.1 -0.1 -0.1
C 0.2 -0.1 0.0
C 0.0 0.0 -0.1
C 0.0 0.0 0.0
C 0.0 0.0 0.1
C 0.1 0.0 0.0
C -0.1 0.1 0.0
C -0.2 -0.1 0.1
C 0.1 0.0 -0.1
C -0.1 0.0 0.0
C 0.0 0.0 0.0
C 0.1 0.0 0.0
C 0.0 0.0 0.0
H 0.0 0.0 0.0
H 0.0 0.0 0.0
H 0.0 0.0 0.1
H 0.0 0.0 0.0
H 0.0 0.0 0.0
H 0.0 0.0 0.0
H 0.0 0.0 0.0
H 0.0 0.0 0.0
H 0.0 0.0 0.0
H 0.0 0.0 0.0
H 0.0 0.0 0.0
H 0.0 0.0 0.0
H 0.0 0.1 0.0
H 0.0 0.1 0.0
H 0.0 0.1 0.0
H 0.0 0.0 0.0
H 0.0 0.1 0.0
H 0.0 0.0 0.0
H 0.0 0.0 0.0
H 0.0 0.0 0.0
H 0.0 0.0 0.0
H 0.0 0.0 0.1
H 0.0 0.0 0.0
H 0.0 0.0 0.0
H 0.0 0.0 0.0
H 0.0 0.0 0.0
H 0.0 0.0 0.1
H 0.0 0.0 0.1
H 0.0 0.0 0.0
H 0.0 0.0 0.0
H 0.0 0.0 0.0
H 0.0 0.0 0.0
H 0.0 0.0 0.0
H 0.0 0.0 0.0
H 0.0 0.0 0.0
H 0.0 0.0 0.0
H 0.0 0.0 0.0
H 0.0 0.0 0.0
H 0.0 0.0 0.0